ORCA calculation (ωB97M-V/def2-TZVPD) on a single C5H11NO molecule at a distorted geometry.

XYZ file:
```
18
Properties=species:S:1:pos:R:3:lowdin_charge:R:1
N 0.604 -1.087 -2.340 0.16
H 0.772 -0.665 2.156 0.07
H 1.263 -1.571 -1.756 0.09
O -0.899 0.600 -2.269 0.06
C -0.279 -0.841 1.927 -0.10
H -0.956 -1.050 2.743 0.06
H 1.452 1.453 -0.997 0.13
H 1.639 0.032 -0.215 0.11
H -0.019 -1.584 -2.955 0.11
H -0.225 -1.781 1.355 0.07
C -0.978 0.261 1.086 -0.25
C 0.835 0.625 -0.633 -0.14
H -1.766 0.701 1.698 0.10
H -1.560 -0.228 0.294 0.10
C 0.075 0.058 -1.792 -0.56
H 0.616 1.634 1.218 0.11
C -0.049 1.275 0.432 -0.21
H -0.525 2.167 0.047 0.11
```

The calculation puts the energy above the lowest of the compared OMol25 structures with the same formula, charge and spin at 35.36 kJ/mol. As for the total energy: -327.1179 hartree. The value obtained for the largest force on an atom is 0.0357 Eh/bohr. The HOMO-LUMO gap is 10.745 eV. The calculation puts the HOMO energy at -9.9 eV.



ORCA calculation (ωB97M-V/def2-TZVPD) on 9 unconnected molecules or ions with the total composition C33H81N3O9 at a distorted geometry.

XYZ file:
```
126
Properties=species:S:1:pos:R:3:lowdin_charge:R:1
C 1.563 2.491 -6.657 -0.33
H 3.177 8.347 1.530 0.08
H -7.482 -4.187 3.903 0.08
H -1.640 -3.959 1.880 0.03
H 1.158 2.408 -7.666 0.10
C -0.843 7.117 0.875 -0.48
C -6.907 -2.610 5.377 -0.45
C -1.636 -6.343 -5.994 -0.10
H -4.945 -1.045 2.282 0.08
N 6.779 -3.383 -0.736 -0.13
H -1.611 -2.324 -1.376 0.02
H 2.649 5.673 2.983 0.08
O 0.107 -4.760 -6.006 -0.06
N 0.506 7.615 1.167 -0.12
H -5.507 0.306 6.309 0.06
H 4.445 -3.209 0.933 0.08
C 1.575 5.518 0.262 -0.10
H 8.670 -2.140 -1.948 0.08
C 9.166 -2.927 -1.379 -0.04
H 0.966 -4.535 -6.370 0.09
H 7.369 -5.971 -1.519 0.06
O 6.071 -2.977 -1.889 -0.01
H -1.839 -7.301 -6.473 0.08
H -0.327 -1.771 -1.957 0.02
H 0.256 -6.905 -5.753 0.11
H -2.613 8.217 -0.004 0.08
H -8.708 -1.696 6.009 0.11
H -0.994 8.710 -0.611 0.08
H -2.355 -5.614 -6.366 0.09
C 0.161 4.885 0.074 -0.17
C 8.138 -3.954 -0.884 -0.43
C 8.545 -3.620 1.507 -0.21
O -4.244 1.395 -5.248 -0.09
C -4.981 0.878 -6.359 -0.30
H 1.020 9.360 1.482 0.10
H 2.200 1.283 -4.922 0.07
H -1.088 5.895 2.659 0.06
C -7.280 -4.068 4.967 -0.05
H 6.679 -0.578 -0.647 0.09
O 1.791 -4.887 -2.291 -0.05
H -1.759 -6.617 -4.946 0.08
C -6.624 -2.581 6.869 -0.05
H -6.887 1.419 -7.428 0.07
H -8.739 0.047 4.158 0.11
H -5.071 -0.208 -6.374 0.11
H -3.495 -0.762 3.400 0.07
C 1.767 6.286 2.797 -0.02
O 0.540 8.746 2.044 -0.01
H 7.132 -2.301 2.488 0.12
C -5.469 -0.734 4.400 -0.48
H -8.129 -4.408 5.560 0.08
H 8.208 -1.051 0.026 0.07
C -0.220 -6.084 -6.290 -0.38
H 7.429 -4.864 -2.847 0.06
C -4.746 -0.008 5.594 -0.02
H -4.404 1.240 -7.210 0.10
H -1.547 9.159 0.975 0.07
N -5.692 -2.170 4.563 -0.10
H -6.533 1.116 3.666 0.13
H 9.766 -2.446 -0.606 0.07
H -8.020 0.375 5.697 0.11
H 1.185 -4.701 -3.008 0.02
C -8.158 -1.706 5.068 -0.11
H 9.591 -5.135 0.356 0.13
H 5.259 -3.453 -1.703 0.10
H 8.997 -4.137 2.353 0.11
H -0.184 2.734 -5.888 0.09
H -3.769 0.697 -4.791 0.08
O -1.753 -4.212 0.963 -0.05
C 4.983 -2.294 0.688 -0.03
H 4.478 -1.676 -0.055 0.09
H 2.048 5.784 -0.683 0.11
C -1.606 6.716 2.164 -0.04
H -6.308 -1.635 7.310 0.08
O -1.276 -1.652 -1.970 -0.05
H 0.870 5.729 3.070 0.06
H 0.286 4.073 -0.642 0.11
H -0.164 4.418 1.003 0.10
H -4.406 0.523 2.898 0.07
H -4.231 0.925 5.365 0.08
C -6.337 1.606 -6.506 -0.09
H 0.031 -6.281 -7.332 0.11
C 6.493 -2.498 0.434 -0.50
H 8.949 -5.645 -2.269 0.07
H -7.061 -0.258 2.993 0.12
H -7.349 -3.130 7.471 0.08
H 1.977 -5.822 -2.370 0.03
H 6.958 -0.567 1.078 0.08
H -4.034 -0.724 6.005 0.08
C 2.907 7.479 0.929 -0.07
O -4.542 -3.003 4.687 -0.01
C 1.674 6.727 1.284 -0.50
O 0.622 3.244 -5.997 -0.07
H 3.683 6.728 1.073 0.09
H -1.185 6.242 -1.107 0.11
H -1.797 5.272 0.073 0.11
C -4.530 -0.531 3.149 -0.05
H 2.268 4.715 0.508 0.11
H -6.384 2.678 -6.313 0.07
C -0.931 5.911 -0.100 -0.14
H 9.837 -3.339 -2.133 0.07
H 9.240 -2.785 1.412 0.10
C 1.725 1.114 -5.889 -0.07
H -5.740 -3.184 7.077 0.08
H -1.250 -5.021 0.874 0.03
H 4.903 -1.929 1.712 0.08
H 0.763 0.601 -5.911 0.06
H 7.910 -5.407 0.693 0.12
C 7.131 -1.143 0.169 -0.05
H 1.889 7.190 3.394 0.08
H -4.568 -3.492 3.862 0.10
H -6.977 1.195 -5.724 0.06
H -6.521 -4.814 5.205 0.07
H -1.556 7.527 2.890 0.08
C -1.560 8.348 0.247 -0.04
H 2.447 0.389 -6.266 0.06
H 2.526 2.949 -6.884 0.11
H 6.476 -3.814 2.170 0.12
C -7.894 -0.220 4.793 -0.20
C -6.702 0.081 3.965 -0.17
H 2.900 7.863 -0.091 0.09
H -2.619 6.336 2.029 0.08
C 7.124 -3.066 1.711 -0.13
C 8.628 -4.631 0.428 -0.16
H -8.861 -2.167 4.375 0.11
C 7.994 -5.206 -1.980 -0.01
```

The calculation puts the energy above the lowest of the compared OMol25 structures with the same formula, charge and spin at 592.78 kJ/mol. As for the total energy: -2147.0370 hartree. The value obtained for the largest force on an atom is 0.0744 Eh/bohr. The HOMO-LUMO gap is 7.926 eV. The calculation puts the HOMO energy at -7.9 eV.



ORCA calculation (ωB97M-V/def2-TZVPD) on 2 unconnected molecules or ions with the total composition C7H13N2O2 at a distorted geometry.

XYZ file:
```
24
Properties=species:S:1:pos:R:3:lowdin_charge:R:1
C 3.981 -0.307 -0.229 0.22
O 1.043 -1.080 1.495 0.08
H -0.264 -1.617 -2.174 0.14
H -2.327 -1.831 -0.124 0.09
H -0.097 1.810 -1.352 0.09
C -0.578 -0.518 -0.300 -0.50
C -0.577 -0.585 -1.792 -0.02
H -1.267 -1.752 1.396 0.09
H -0.280 0.012 2.219 0.11
H 5.019 -0.448 -0.389 0.10
C -1.062 0.638 1.715 -0.02
N 0.890 -0.946 0.312 0.12
H -1.217 1.707 2.134 0.14
H -1.405 -0.071 -2.234 0.11
N 3.073 0.389 -0.232 -0.15
C -0.868 0.719 0.305 -0.19
C -0.656 2.052 -0.395 0.01
H -1.959 0.007 2.134 0.16
C -1.354 -1.715 0.270 -0.01
O 1.974 0.856 -0.188 0.00
H -1.590 2.625 -0.599 0.13
H -0.693 -2.635 0.007 0.14
H 0.031 2.691 0.206 0.11
H 0.184 -0.003 -2.185 0.05
```

The calculation puts the energy above the lowest of the compared OMol25 structures with the same formula, charge and spin at 778.51 kJ/mol. As for the total energy: -533.9869 hartree. The value obtained for the largest force on an atom is 0.0848 Eh/bohr. The HOMO-LUMO gap (alpha / beta) is 8.456 / 8.458 eV. As for the total charge: +1. The calculation puts the HOMO energy (alpha / beta) at -13.9 / -13.9 eV.



ORCA calculation (ωB97M-V/def2-TZVPD) on 2 unconnected molecules or ions with the total composition C5H5NO.

XYZ file:
```
12
Properties=species:S:1:pos:R:3:lowdin_charge:R:1
H 3.436 -0.136 -0.970 0.06
C -0.732 0.577 -0.688 0.03
H -2.563 -0.711 -1.227 0.08
C -1.870 -0.464 -0.424 -0.17
H -2.196 1.620 0.552 0.14
O 0.236 -0.319 2.283 0.14
C 1.033 -0.263 1.430 -0.26
N -1.786 0.896 -0.025 -0.03
H 1.654 0.331 -1.311 0.03
C 2.085 -0.284 0.650 -0.09
C 2.415 -0.018 -0.608 0.01
H -1.712 -1.228 0.337 0.08
```

The calculation puts the energy above the lowest of the compared OMol25 structures with the same formula, charge and spin at 561.94 kJ/mol. As for the total energy: -323.3057 hartree. The value obtained for the largest force on an atom is 0.0120 Eh/bohr. The HOMO-LUMO gap is 8.549 eV. The calculation puts the HOMO energy at -8.8 eV.



ORCA calculation (ωB97M-V/def2-TZVPD) on 2 unconnected molecules or ions with the total composition C4H8O3 at a distorted geometry.

XYZ file:
```
15
Properties=species:S:1:pos:R:3:lowdin_charge:R:1
O 3.910 -1.193 -0.036 -0.08
H -1.117 -0.096 -1.871 0.14
H 0.233 1.077 -1.691 0.14
H -1.570 -0.853 1.358 0.13
C -0.857 -0.127 0.963 -0.04
H 2.985 -1.416 -0.133 -0.03
C 0.095 -0.554 -0.118 -0.39
C -1.314 1.013 0.052 -0.39
H -0.423 0.386 1.906 0.15
O -2.682 1.142 -0.274 -0.01
H 4.200 -2.053 0.367 0.06
H -0.854 2.033 0.313 0.17
H -3.028 1.592 0.485 0.08
C -0.508 0.442 -1.124 -0.03
O 0.930 -1.394 -0.196 0.11
```

The calculation puts the energy above the lowest of the compared OMol25 structures with the same formula, charge and spin at 214.08 kJ/mol. As for the total energy: -382.8833 hartree. The value obtained for the largest force on an atom is 0.0662 Eh/bohr. The HOMO-LUMO gap is 10.553 eV. The calculation puts the HOMO energy at -10.0 eV.



Repeat the third record exactly.
ORCA calculation (ωB97M-V/def2-TZVPD) on 2 unconnected molecules or ions with the total composition C7H13N2O2 at a distorted geometry.

XYZ file:
```
24
Properties=species:S:1:pos:R:3:lowdin_charge:R:1
C 3.981 -0.307 -0.229 0.22
O 1.043 -1.080 1.495 0.08
H -0.264 -1.617 -2.174 0.14
H -2.327 -1.831 -0.124 0.09
H -0.097 1.810 -1.352 0.09
C -0.578 -0.518 -0.300 -0.50
C -0.577 -0.585 -1.792 -0.02
H -1.267 -1.752 1.396 0.09
H -0.280 0.012 2.219 0.11
H 5.019 -0.448 -0.389 0.10
C -1.062 0.638 1.715 -0.02
N 0.890 -0.946 0.312 0.12
H -1.217 1.707 2.134 0.14
H -1.405 -0.071 -2.234 0.11
N 3.073 0.389 -0.232 -0.15
C -0.868 0.719 0.305 -0.19
C -0.656 2.052 -0.395 0.01
H -1.959 0.007 2.134 0.16
C -1.354 -1.715 0.270 -0.01
O 1.974 0.856 -0.188 0.00
H -1.590 2.625 -0.599 0.13
H -0.693 -2.635 0.007 0.14
H 0.031 2.691 0.206 0.11
H 0.184 -0.003 -2.185 0.05
```

The calculation puts the energy above the lowest of the compared OMol25 structures with the same formula, charge and spin at 778.51 kJ/mol. As for the total energy: -533.9869 hartree. The value obtained for the largest force on an atom is 0.0848 Eh/bohr. The HOMO-LUMO gap (alpha / beta) is 8.456 / 8.458 eV. As for the total charge: +1. The calculation puts the HOMO energy (alpha / beta) at -13.9 / -13.9 eV.



Question: Among the records above, which one has the lowest energy above the lowest of the compared OMol25 structures with the same formula, charge and spin?
Answer: C5H11NO